Entry from the Open Molecules 2025 dataset: C34H33BCrN7O8S as an isolated structure (ωB97M-V/def2-TZVPD).

Summary:
<S²>: 0.765
Calculated total energy: -3768.37756 a.u.
Energy relative to the best compared isomer or geometry (same formula, charge and spin): 0.0 kJ/mol
HOMO energy (alpha / beta): -7.65 / -7.37 eV

Structure (ORCA input):
```
! RIJCOSX wB97M-V def2-TZVPD def2/J DEFGRID3
* xyz 0 2
Cr -0.17751 0.03860 0.20527
O -2.43934 3.42308 1.02785
S -1.06685 3.08183 1.30440
O -0.44509 3.62480 2.48665
N -0.92311 1.42972 1.39747
C -1.53506 0.91785 2.56677
C -2.16706 1.61595 3.56546
C -2.77248 0.94322 4.65106
C -2.76248 -0.41490 4.76073
C -2.13421 -1.17225 3.74228
C -2.07542 -2.58246 3.74049
C -1.46194 -3.23982 2.71518
C -0.90418 -2.48782 1.66695
N -0.94249 -1.17541 1.63884
C -1.54008 -0.49945 2.66303
C -0.09235 3.63002 -0.05425
C 1.28976 3.64398 0.05958
C 2.04027 4.14665 -0.99279
C 1.40845 4.66122 -2.11779
C 0.02348 4.67600 -2.19864
C -0.73836 4.15387 -1.16422
H -2.20683 2.69412 3.54262
H -3.25354 1.53980 5.41455
H -3.22916 -0.91974 5.59532
H -2.52343 -3.12968 4.56094
H -1.39476 -4.31816 2.68926
H -0.39708 -2.97308 0.84848
H 1.76050 3.25859 0.94873
H 3.12088 4.15056 -0.92881
H 1.99860 5.05592 -2.93537
H -0.46603 5.07243 -3.07738
H -1.81563 4.12890 -1.21415
C 3.68768 -1.24628 -0.30630
C 2.86681 -0.44845 -1.25283
N 1.60938 -0.04158 -1.11381
C 1.29589 0.61266 -2.28371
C 2.35629 0.60687 -3.12553
N 3.34420 -0.05839 -2.45331
C 2.60970 1.14266 -4.48318
O 1.59194 1.72621 -5.07728
O 3.70912 1.01878 -4.97221
C -0.04506 1.20652 -2.44586
O -0.40546 1.61906 -3.55772
O -0.68933 1.24093 -1.36056
H 3.05188 -1.72962 0.42742
H 4.40513 -0.61529 0.21977
H 4.24047 -2.02005 -0.83919
H 4.26681 -0.20901 -2.83849
H 0.76654 1.70337 -4.49562
C -4.91605 -1.33546 -1.96869
C -4.17987 -0.04462 -1.68007
N -2.89066 -0.37766 -1.09502
C -2.11670 -1.38944 -1.57867
N -0.89256 -1.47657 -1.15020
C -0.09904 -2.59092 -1.65104
C -0.42042 -2.87468 -3.10549
C -1.88778 -3.23499 -3.18840
N -2.69441 -2.26985 -2.44728
C -4.06613 -2.14480 -2.92450
H -5.88932 -1.14001 -2.41850
H -5.07114 -1.88395 -1.03734
H -4.71204 0.58086 -0.96443
H -4.05622 0.53269 -2.60436
H -2.36371 0.44094 -0.80414
H -0.28886 -3.50292 -1.06581
H 0.95221 -2.35105 -1.52195
H 0.18597 -3.69379 -3.49402
H -0.21100 -1.98156 -3.70070
H -2.05833 -4.24193 -2.79038
H -2.23754 -3.23159 -4.22415
H -4.46223 -3.15567 -3.05205
H -4.06328 -1.66985 -3.91393
O 1.67755 -1.25484 2.38463
B 1.38720 -0.14496 1.55567
O 2.35247 0.85302 1.79829
C 3.20055 0.35331 2.75351
C 4.30362 0.95152 3.31515
C 5.00559 0.19913 4.25976
C 4.60175 -1.08425 4.61045
C 3.47540 -1.67411 4.03193
C 2.79828 -0.91954 3.10450
H 4.60361 1.95220 3.03975
H 5.87985 0.62716 4.73044
H 5.16721 -1.63672 5.34792
H 3.14659 -2.66778 4.29904
*
```